Record 1
Computed, not measured: C62H121Cl8CuNO24S9 as an isolated structure, with the ωB97M-V functional and the def2-TZVPD basis.

frontier orbital gap: 4.89 eV
LUMO: 0.04203 hartree
charge: -1
HOMO energy: -0.13768 hartree

Each line ends with the Mulliken charge.
Cartesian coordinates (Å):
Cu: -30.28 10.63 4.26  2.74
C: -31.62 11.43 1.03  -0.06
C: -30.49 10.40 0.70  2.05
C: -29.52 11.34 0.03  -0.06
C: -28.16 10.74 -0.08  0.00
C: -27.63 10.30 1.25  -0.01
C: -28.53 9.24 1.96  3.79
N: -29.96 9.81 1.99  1.00
O: -30.99 8.98 2.66  0.22
C: -27.98 9.12 3.41  -1.83
C: -28.32 7.90 1.27  -0.52
C: -31.05 9.32 -0.27  0.99
H: -31.18 12.12 1.76  -0.25
H: -32.53 11.09 1.53  -0.47
H: -31.93 12.10 0.23  -0.50
H: -29.43 12.34 0.44  -0.34
H: -29.88 11.60 -0.97  -0.10
H: -27.53 11.43 -0.65  -0.58
H: -28.09 9.86 -0.72  -0.89
H: -27.44 11.20 1.84  -0.10
H: -26.64 9.88 1.08  -0.12
H: -26.95 8.77 3.48  0.23
H: -28.65 8.41 3.88  0.00
H: -27.94 10.05 3.97  -0.67
H: -29.26 7.35 1.34  -0.79
H: -27.62 7.19 1.71  -0.26
H: -28.00 8.03 0.23  -0.15
H: -31.18 9.83 -1.23  -0.62
H: -31.96 8.80 0.02  -0.90
H: -30.34 8.55 -0.54  -0.14
C: -28.02 13.21 4.79  -0.16
O: -28.94 12.41 5.52  -0.90
H: -28.02 12.85 3.76  -0.49
H: -28.27 14.27 4.72  0.41
H: -27.07 13.19 5.32  0.09
C: -28.24 4.42 -0.58  0.95
C: -28.46 5.05 -1.90  -0.12
C: -28.00 4.19 -3.03  -1.11
S: -28.34 2.51 -2.61  1.12
O: -27.13 1.72 -2.96  -0.69
O: -29.69 2.21 -3.09  -0.66
C: -28.46 2.86 -0.81  -0.94
H: -29.05 4.81 0.04  -0.79
H: -27.29 4.71 -0.14  0.27
H: -27.90 5.99 -1.87  0.08
H: -29.52 5.20 -2.08  0.27
H: -26.91 4.07 -3.07  0.42
H: -28.36 4.59 -3.98  0.57
H: -28.07 2.07 -0.18  0.53
H: -29.50 2.60 -0.63  0.17
C: -35.64 10.13 -3.79  -0.92
C: -35.05 10.58 -2.43  -0.23
C: -33.55 10.90 -2.67  0.43
S: -33.00 9.46 -3.65  1.26
O: -32.75 8.31 -2.79  -0.70
O: -31.95 9.86 -4.53  -0.75
C: -34.64 9.19 -4.48  -0.73
H: -35.74 11.00 -4.44  0.33
H: -36.61 9.65 -3.68  0.40
H: -35.19 9.78 -1.69  0.16
H: -35.51 11.48 -2.03  0.27
H: -33.01 10.96 -1.72  -0.59
H: -33.35 11.70 -3.38  0.14
H: -34.90 8.13 -4.53  0.48
H: -34.56 9.66 -5.46  0.30
C: -33.07 15.46 4.03  -0.77
C: -34.42 14.78 3.94  -0.32
C: -34.29 13.42 4.66  -0.36
S: -32.52 13.03 4.84  0.33
O: -32.22 11.76 4.24  -0.24
O: -32.11 13.30 6.18  -0.70
C: -31.94 14.45 3.74  0.17
H: -32.99 15.97 4.99  0.40
H: -33.09 16.26 3.29  0.39
H: -34.70 14.59 2.90  -0.14
H: -35.23 15.35 4.39  0.43
H: -34.74 12.73 3.96  -0.12
H: -34.81 13.34 5.62  0.52
H: -31.93 14.09 2.71  -0.33
H: -30.92 14.75 3.99  0.20
C: -30.16 13.76 -4.76  0.52
C: -31.23 13.91 -5.87  -0.65
C: -31.84 15.35 -5.71  -0.89
S: -32.07 15.56 -3.83  1.07
O: -33.42 15.09 -3.43  -0.59
O: -31.66 16.91 -3.44  -0.72
C: -30.78 14.25 -3.40  0.27
H: -29.24 14.29 -5.00  0.29
H: -29.86 12.71 -4.65  -0.64
H: -31.98 13.13 -5.77  0.16
H: -30.74 13.70 -6.82  0.53
H: -32.78 15.53 -6.22  0.49
H: -31.11 16.08 -6.09  0.34
H: -31.21 13.42 -2.83  -0.27
H: -30.05 14.71 -2.74  0.11
C: -34.36 8.32 1.81  0.31
C: -35.34 9.45 1.59  0.22
C: -35.96 9.73 2.97  -0.63
S: -36.42 8.07 3.68  0.94
O: -37.88 7.72 3.49  -0.73
O: -35.83 8.08 5.03  -0.51
C: -35.37 7.27 2.42  -1.08
H: -33.54 8.55 2.49  -0.25
H: -33.99 7.90 0.88  0.23
H: -36.06 9.07 0.86  0.54
H: -34.92 10.40 1.28  -0.85
H: -36.82 10.39 3.04  0.63
H: -35.13 10.06 3.59  0.09
H: -36.03 6.97 1.61  0.49
H: -34.92 6.37 2.83  0.49
C: -32.39 6.17 6.87  -0.74
C: -33.20 7.41 7.00  -0.02
C: -32.42 8.50 7.80  -1.03
S: -30.66 8.27 7.12  0.77
O: -29.85 8.24 8.35  -0.77
O: -30.36 9.29 6.11  -0.91
C: -31.01 6.59 6.30  -0.04
H: -32.94 5.46 6.25  0.38
H: -32.21 5.67 7.82  0.34
H: -34.19 7.23 7.43  0.47
H: -33.47 7.83 6.03  -0.10
H: -32.34 8.31 8.87  0.32
H: -32.64 9.57 7.75  0.43
H: -30.09 6.01 6.20  0.59
H: -31.25 6.88 5.28  -0.50
C: -24.34 12.42 3.14  0.36
C: -22.98 11.89 3.70  -0.01
C: -21.89 11.92 2.62  -0.46
S: -22.63 12.83 1.16  1.25
O: -22.18 12.19 -0.07  -0.73
O: -22.63 14.26 1.39  -0.69
C: -24.30 12.30 1.63  0.86
H: -24.53 13.43 3.50  0.26
H: -25.14 11.80 3.53  -0.47
H: -23.01 10.89 4.13  -0.35
H: -22.67 12.42 4.60  0.41
H: -21.68 10.88 2.37  -0.22
H: -20.95 12.43 2.82  0.53
H: -24.42 11.29 1.26  -0.24
H: -24.98 12.96 1.09  -0.52
C: -24.67 9.95 7.31  -0.92
C: -25.96 10.68 6.72  0.06
C: -27.18 10.04 7.42  -0.15
S: -26.77 8.21 7.63  0.99
O: -27.46 7.42 6.65  -0.41
O: -26.93 7.88 9.05  -0.73
C: -24.98 8.45 7.19  -0.44
H: -24.45 10.41 8.27  0.41
H: -23.88 10.25 6.63  0.24
H: -26.12 10.62 5.64  -0.51
H: -25.98 11.76 6.85  0.52
H: -28.04 10.14 6.77  -0.27
H: -27.29 10.38 8.45  0.50
H: -24.93 8.26 6.12  0.07
H: -24.37 7.67 7.65  0.55
C: -24.36 15.66 -3.32  -0.72
C: -25.12 14.98 -4.47  -0.47
C: -25.42 13.54 -4.17  -0.82
S: -25.83 13.61 -2.34  1.10
O: -25.26 12.48 -1.64  -0.68
O: -27.29 13.84 -2.34  -0.44
C: -25.03 15.23 -1.98  -0.53
H: -24.33 16.74 -3.39  0.40
H: -23.36 15.24 -3.23  0.29
H: -24.57 15.15 -5.40  0.43
H: -26.07 15.49 -4.61  0.16
H: -24.53 12.93 -4.12  0.41
H: -26.21 12.99 -4.69  0.22
H: -24.43 15.17 -1.07  0.42
H: -25.82 15.95 -1.76  0.16
O: -28.12 8.49 -6.57  -0.70
C: -28.60 8.70 -5.47  0.19
O: -29.00 7.78 -4.67  -0.34
C: -29.37 8.27 -3.42  1.30
C: -28.74 9.61 -3.42  1.23
C: -28.83 10.00 -4.82  0.05
H: -29.01 7.69 -2.56  -0.52
H: -30.43 8.39 -3.20  -0.57
H: -27.69 9.76 -3.15  0.35
H: -29.31 10.29 -2.79  -0.96
H: -28.08 10.74 -5.12  -0.01
H: -29.80 10.42 -5.08  0.05
O: -24.71 5.65 5.54  -0.48
C: -25.47 4.94 4.96  0.20
O: -25.38 3.54 4.91  -0.39
C: -26.33 3.09 4.02  -0.71
C: -26.84 4.26 3.20  -0.13
C: -26.57 5.47 4.07  1.36
H: -27.21 2.79 4.58  0.30
H: -25.91 2.32 3.37  0.39
H: -27.89 4.18 2.92  0.29
H: -26.27 4.33 2.27  0.02
H: -27.51 5.79 4.52  -0.29
H: -26.21 6.30 3.46  -0.49
Cl: -34.95 12.93 0.44  -0.09
C: -34.85 14.19 -0.78  -0.36
C: -33.92 15.32 -0.40  -1.02
Cl: -32.16 14.81 -0.36  0.07
H: -35.83 14.65 -0.93  0.53
H: -34.53 13.73 -1.72  0.03
H: -34.21 15.77 0.55  0.39
H: -34.04 16.01 -1.23  0.42
Cl: -31.39 3.53 0.81  -0.24
C: -32.39 4.87 1.27  -0.53
C: -31.81 5.62 2.48  1.43
Cl: -31.61 4.50 3.91  -0.22
H: -33.38 4.53 1.59  0.49
H: -32.61 5.42 0.36  0.26
H: -32.43 6.46 2.78  -0.62
H: -30.82 5.98 2.17  -0.53
Cl: -21.65 8.50 4.42  -0.18
C: -22.17 7.30 3.15  0.05
C: -22.51 8.06 1.78  -0.94
Cl: -24.15 8.71 1.80  0.16
H: -23.06 6.76 3.49  -0.15
H: -21.38 6.58 2.94  0.38
H: -22.48 7.42 0.90  0.44
H: -21.75 8.85 1.80  0.24
Cl: -29.65 16.46 1.67  -0.17
C: -28.59 15.70 0.50  0.38
C: -27.43 15.06 1.26  1.21
Cl: -26.35 16.33 1.91  -0.23
H: -28.23 16.45 -0.20  0.35
H: -29.07 14.87 -0.03  -0.45
H: -26.93 14.36 0.59  -0.69
H: -27.72 14.37 2.05  -0.37


Record 2
Computed, not measured: a 14-piece molecular cluster, C62H162N10O21 overall, with the ωB97M-V functional and the def2-TZVPD basis.

frontier orbital gap: 8.93 eV
LUMO: 0.01789 hartree
ΔE to the lowest compared entry with this formula, charge and spin: 0.000 eV
HOMO energy: -0.31033 hartree

Each line ends with the Mulliken charge.
Cartesian coordinates (Å):
C: -11.75 13.80 31.49  0.59
C: -12.96 13.97 30.60  0.64
O: -13.95 13.00 30.86  -0.68
H: -11.90 13.83 32.57  0.58
H: -10.96 14.56 31.24  -0.28
H: -11.23 12.85 31.23  -0.94
H: -12.67 13.95 29.54  -0.50
H: -13.46 14.96 30.83  0.19
H: -13.74 12.27 30.23  -0.26
C: -14.19 9.30 27.61  -0.38
C: -14.24 10.85 27.82  -0.72
O: -13.27 11.26 28.81  2.45
H: -13.16 9.10 27.24  -0.22
H: -15.02 8.97 26.95  0.55
H: -14.27 8.82 28.64  -0.24
H: -15.21 11.21 28.16  0.48
H: -14.05 11.39 26.89  0.12
H: -12.39 10.72 28.75  -1.13
C: -12.74 5.50 29.88  -1.32
C: -11.35 5.76 30.39  0.67
O: -10.91 7.08 30.19  1.14
H: -12.79 5.73 28.82  0.21
H: -13.46 6.15 30.42  0.21
H: -13.09 4.47 29.98  0.39
H: -10.62 5.13 29.84  -0.02
H: -11.24 5.53 31.46  -0.14
H: -11.02 7.52 31.03  -0.96
C: -6.04 10.24 25.38  0.66
C: -4.81 10.30 24.61  -0.62
O: -3.66 10.22 25.41  -0.39
H: -5.95 9.32 25.97  -0.43
H: -7.00 10.12 24.84  0.24
H: -6.05 11.07 26.09  -0.23
H: -4.82 11.29 24.14  0.36
H: -4.71 9.55 23.78  0.22
H: -3.83 9.65 26.14  0.31
C: -8.34 17.77 28.46  -0.91
O: -9.65 17.27 28.46  -0.31
C: -10.21 17.09 29.74  0.03
C: -11.67 16.88 29.50  0.53
N: -12.19 18.11 28.87  -0.38
C: -13.65 18.11 28.70  -0.18
C: -14.25 18.76 29.96  -0.61
O: -15.63 18.42 30.02  -0.23
C: -16.25 19.19 31.06  -0.85
H: -8.31 18.81 28.78  0.35
H: -7.95 17.74 27.50  0.33
H: -7.63 17.26 29.13  0.23
H: -10.08 18.01 30.32  0.57
H: -9.70 16.20 30.17  -0.42
H: -12.24 16.77 30.43  0.24
H: -11.83 15.97 28.90  -0.63
H: -11.73 18.21 27.93  0.31
H: -14.07 17.12 28.53  -0.24
H: -13.96 18.72 27.82  0.44
H: -14.17 19.88 29.94  0.32
H: -13.75 18.39 30.82  0.36
H: -17.30 18.96 31.20  0.25
H: -16.26 20.22 30.75  0.34
H: -15.73 19.02 32.00  0.32
C: -11.10 3.96 26.25  -0.68
O: -10.31 5.02 25.69  -0.33
C: -10.85 6.26 25.89  -0.05
C: -9.69 7.28 25.63  0.19
N: -10.09 8.67 25.74  0.76
C: -10.90 9.20 24.66  -1.01
C: -10.84 10.75 24.53  0.02
O: -9.50 11.06 24.29  -0.31
C: -9.25 12.46 24.13  -0.52
H: -11.21 4.13 27.33  0.16
H: -10.61 3.00 26.05  0.26
H: -12.08 3.96 25.81  0.37
H: -11.19 6.45 26.93  -0.12
H: -11.65 6.57 25.17  0.47
H: -9.29 7.01 24.63  0.48
H: -8.88 7.15 26.37  -0.97
H: -9.19 9.21 25.81  -0.45
H: -11.97 8.99 24.87  0.40
H: -10.56 8.77 23.73  0.48
H: -11.20 11.30 25.39  -0.30
H: -11.48 11.00 23.66  0.52
H: -9.53 12.73 23.12  0.32
H: -8.21 12.68 24.26  0.17
H: -9.84 12.93 24.92  0.08
C: 2.02 13.62 26.13  -0.72
O: 0.60 13.50 26.03  -0.35
C: 0.02 12.31 26.46  -0.84
C: -1.48 12.35 26.22  0.33
N: -1.96 13.53 26.91  -0.20
C: -3.39 13.80 26.74  -0.92
C: -4.17 13.29 27.99  1.19
O: -3.84 13.78 29.28  -0.47
C: -2.65 13.22 29.84  -0.54
H: 2.49 13.12 25.28  0.27
H: 2.33 13.06 27.04  0.29
H: 2.26 14.67 26.06  0.24
H: 0.29 12.11 27.49  0.37
H: 0.40 11.43 25.94  0.45
H: -2.01 11.45 26.61  -0.35
H: -1.70 12.32 25.16  0.31
H: -1.45 14.31 26.46  0.29
H: -3.80 13.27 25.88  0.25
H: -3.66 14.84 26.60  0.45
H: -3.91 12.20 28.03  -0.83
H: -5.27 13.35 27.93  0.01
H: -1.70 13.40 29.39  0.43
H: -2.74 12.13 29.85  -0.12
H: -2.55 13.44 30.88  0.43
C: -10.28 5.34 34.12  -0.77
O: -10.76 6.67 33.82  -0.50
C: -9.72 7.56 33.47  -0.50
C: -10.45 8.89 33.28  0.73
N: -11.60 8.68 32.45  0.02
C: -12.47 9.84 32.37  -0.31
C: -13.66 9.52 31.47  -0.15
O: -14.30 8.39 31.98  -0.46
C: -15.60 8.15 31.56  -0.74
H: -9.74 5.42 35.05  0.36
H: -9.61 4.97 33.31  0.11
H: -11.14 4.68 34.27  0.30
H: -9.22 7.28 32.62  -0.11
H: -9.02 7.66 34.28  0.84
H: -9.78 9.59 32.75  -1.22
H: -10.70 9.28 34.28  0.55
H: -12.09 7.89 32.89  0.31
H: -11.95 10.65 31.82  -0.70
H: -12.86 10.17 33.35  0.64
H: -13.24 9.34 30.46  -0.70
H: -14.35 10.35 31.51  1.25
H: -15.59 7.67 30.55  0.24
H: -16.21 9.06 31.47  0.32
H: -16.11 7.42 32.27  0.24
C: -6.39 1.34 30.85  -0.81
O: -6.01 2.40 31.69  -0.32
C: -7.12 3.21 32.11  -0.21
C: -6.46 4.33 32.91  -0.88
N: -5.65 5.13 32.03  0.59
C: -5.04 6.26 32.77  -0.96
C: -5.89 7.52 32.63  0.99
O: -5.18 8.68 32.98  -0.48
C: -6.00 9.82 33.07  0.43
H: -5.42 1.07 30.44  0.25
H: -7.05 1.65 30.05  0.32
H: -6.88 0.49 31.38  0.29
H: -7.85 2.59 32.69  0.48
H: -7.60 3.59 31.19  -0.08
H: -5.85 3.94 33.75  0.44
H: -7.22 4.94 33.39  0.38
H: -4.96 4.55 31.60  0.01
H: -4.15 6.55 32.24  -0.23
H: -4.72 6.08 33.82  0.26
H: -6.74 7.40 33.34  0.04
H: -6.35 7.57 31.64  -0.30
H: -6.81 9.73 33.87  0.10
H: -6.50 9.87 32.10  -0.43
H: -5.42 10.72 33.31  0.16
C: -7.91 6.05 28.74  -0.63
O: -6.96 6.45 27.77  1.02
C: -6.57 5.47 26.86  -0.91
C: -5.60 4.46 27.47  -0.96
N: -4.59 5.10 28.28  0.21
C: -3.56 4.21 28.77  -0.53
C: -2.36 4.86 29.37  -0.53
O: -2.64 5.31 30.68  -0.01
C: -1.43 5.51 31.40  -0.83
H: -8.35 5.07 28.47  0.66
H: -8.73 6.75 28.73  -0.51
H: -7.56 5.99 29.76  -0.33
H: -6.03 6.05 26.11  0.40
H: -7.44 4.96 26.35  0.40
H: -5.16 3.89 26.67  0.64
H: -6.20 3.75 28.08  0.13
H: -5.03 5.50 29.13  -0.22
H: -3.15 3.63 27.88  0.50
H: -3.87 3.48 29.53  0.02
H: -2.07 5.72 28.78  0.04
H: -1.63 4.01 29.36  0.53
H: -0.96 6.44 31.04  0.17
H: -0.70 4.65 31.34  0.38
H: -1.78 5.57 32.44  0.24
C: -12.37 14.30 26.58  -1.00
O: -13.46 15.01 27.12  -0.01
C: -14.59 14.18 27.40  0.11
C: -15.79 15.05 27.45  -0.79
N: -16.05 15.48 26.04  -0.42
C: -16.94 16.59 25.92  -0.41
C: -16.90 17.25 24.56  -0.88
O: -15.63 17.90 24.30  -0.26
C: -15.46 18.06 22.89  -0.74
H: -11.54 15.01 26.49  0.41
H: -12.60 13.91 25.58  0.51
H: -12.13 13.37 27.13  0.01
H: -14.44 13.66 28.29  0.13
H: -14.76 13.48 26.59  0.22
H: -15.68 15.97 28.09  -0.05
H: -16.67 14.48 27.82  0.47
H: -15.11 15.76 25.79  0.29
H: -16.61 17.43 26.56  0.13
H: -17.96 16.31 26.17  0.42
H: -17.68 18.00 24.38  0.49
H: -17.03 16.46 23.85  0.43
H: -16.21 18.72 22.48  0.31
H: -15.69 17.12 22.37  0.32
H: -14.41 18.38 22.71  0.22
C: -7.13 14.88 31.91  -1.32
C: -6.89 13.37 32.11  0.07
C: -8.26 12.67 32.21  1.91
O: -8.97 12.92 33.46  -0.46
C: -8.60 11.98 34.44  -0.23
N: -6.19 12.69 31.03  0.18
H: -7.66 15.23 32.83  0.41
H: -7.70 15.05 30.99  -0.11
H: -6.19 15.44 31.86  0.48
H: -6.30 13.27 33.04  0.47
H: -7.97 11.61 32.19  -0.85
H: -8.91 12.96 31.38  -0.72
H: -9.10 12.14 35.40  0.43
H: -7.55 11.95 34.74  0.26
H: -8.92 10.95 34.23  -0.14
H: -6.78 12.69 30.19  -0.42
H: -5.35 13.20 30.73  0.16
C: -5.39 9.51 29.19  0.92
C: -3.90 9.28 28.91  2.93
C: -3.03 8.65 30.10  0.12
O: -1.70 8.36 29.66  -0.36
C: -0.92 9.53 29.31  -0.58
N: -3.72 8.47 27.65  -0.30
H: -5.50 10.16 30.08  -0.32
H: -6.04 8.59 29.24  -0.55
H: -5.78 10.08 28.31  -0.24
H: -3.39 10.24 28.78  -2.61
H: -3.46 7.69 30.40  -0.56
H: -2.93 9.51 30.86  0.38
H: -0.88 10.14 30.19  0.39
H: -1.31 10.04 28.47  0.00
H: 0.11 9.18 29.10  0.34
H: -2.78 8.08 27.53  0.27
H: -4.30 7.60 27.78  -0.24
C: -8.66 9.45 29.37  0.31
C: -10.02 10.15 29.20  1.83
C: -9.79 11.41 28.35  0.47
O: -8.80 12.19 28.93  0.03
C: -8.67 13.49 28.37  -0.04
N: -11.13 9.49 28.54  1.01
H: -8.00 10.12 29.96  0.03
H: -8.18 9.38 28.42  0.33
H: -8.78 8.42 29.81  -0.58
H: -10.35 10.57 30.15  -1.13
H: -10.75 11.99 28.20  -1.04
H: -9.45 11.04 27.36  0.23
H: -9.63 14.05 28.38  -0.45
H: -8.46 13.51 27.30  0.22
H: -7.92 14.12 28.86  0.19
H: -10.93 9.28 27.58  -0.44
H: -11.25 8.56 28.96  -0.65